--- 1 ---
Computed, not measured: a 2-piece molecular cluster, C16H17N overall, with ωB97M-V/def2-TZVPD.

XYZ file:
```
34
Properties=species:S:1:pos:R:3
C -2.147 0.097 0.446
C 0.169 0.235 3.388
C 0.004 -0.141 2.028
C -1.382 0.172 1.763
C -1.840 0.842 2.841
C 1.308 -0.126 4.097
C 2.271 -0.851 3.547
C 2.058 -1.294 2.215
C 0.943 -0.999 1.366
N -0.919 0.928 3.894
H 1.515 0.511 4.989
H 3.045 -1.281 4.150
H -1.115 0.700 4.965
H 2.938 -1.840 1.619
H -2.828 1.144 3.020
H 0.881 -1.307 0.373
H -1.401 0.266 -0.314
H -3.064 0.619 0.328
H -2.556 -1.032 0.282
C 2.124 -0.886 -3.643
C 0.622 0.961 -2.812
C 0.850 -0.087 -3.638
C -0.703 1.335 -2.506
C -0.193 -0.573 -4.493
C -1.662 0.876 -3.341
C -1.443 -0.198 -4.326
H 1.493 1.669 -2.523
H -0.791 2.196 -1.821
H 1.682 -1.874 -3.866
H 2.588 -1.064 -2.619
H 0.028 -1.573 -5.002
H -2.453 1.438 -3.265
H -2.300 -0.609 -4.829
H 2.889 -0.627 -4.328
```

LUMO level: 0.92 eV
orbital gap: 0.3270 Eh

--- 2 ---
Computed, not measured: a 2-piece molecular cluster, C16H17N overall, with ωB97M-V/def2-TZVPD.

XYZ file:
```
34
Properties=species:S:1:pos:R:3
C 0.751 -1.196 2.200
C -2.331 0.457 0.975
C -1.032 0.531 1.529
C -0.570 -0.853 1.617
C -1.515 -1.623 1.036
C -3.060 1.578 0.705
C -2.512 2.816 1.143
C -0.523 1.688 2.046
C -1.298 2.849 1.792
N -2.543 -0.855 0.487
H -3.486 -1.135 0.309
H -4.110 1.578 0.440
H -1.472 -2.681 0.824
H -3.201 3.628 1.348
H 0.360 1.775 2.662
H 1.561 -0.725 1.624
H 0.945 -2.267 2.149
H -1.021 3.799 2.237
H 0.869 -0.765 3.197
C 3.671 -1.431 -1.911
C -0.327 0.227 -1.806
C -0.131 -1.091 -2.244
C 0.775 0.944 -1.386
C 1.146 -1.581 -2.395
C 2.030 0.317 -1.260
C 2.269 -0.891 -1.899
H -1.145 0.894 -2.047
H -0.986 -1.668 -2.573
H 0.789 2.026 -1.448
H 1.222 -2.584 -2.800
H 2.884 0.893 -0.918
H 3.748 -2.300 -2.559
H 3.867 -1.697 -0.869
H 4.375 -0.656 -2.207
```

LUMO level: 0.91 eV
orbital gap: 0.3174 Eh

Result of the stability comparison: 2 is the most stable of them.

--- 1 ---
Computed, not measured: a 2-piece molecular cluster, C4H10NO2 overall, with ωB97M-V/def2-TZVPD.

XYZ file:
```
17
Properties=species:S:1:pos:R:3
C 1.679 1.155 -0.559
C -0.847 0.212 0.639
C 1.578 -0.627 0.652
C -1.595 -0.852 -0.081
N -0.525 1.350 -0.006
O 1.924 0.583 0.533
O 1.303 -1.484 -0.406
H 1.378 0.515 -1.340
H 2.283 1.972 -0.839
H -0.754 0.171 1.648
H 1.508 -1.071 1.599
H -1.677 -0.552 -1.130
H -2.698 -0.782 0.301
H -1.164 -1.844 0.095
H -0.509 2.088 0.676
H -0.443 1.685 -0.904
H 1.317 -2.491 -0.190
```

LUMO level (alpha / beta): -3.80 / -3.80 eV
orbital gap (alpha / beta): 0.3017 / 0.3017 Eh
charge: +1

--- 2 ---
Computed, not measured: an isolated ion of composition C4H10NO2 and charge +1, with ωB97M-V/def2-TZVPD.

XYZ file:
```
17
Properties=species:S:1:pos:R:3
O -1.190 1.106 2.065
C -1.421 0.512 1.063
O -2.602 0.347 0.446
C -0.294 -0.248 0.307
C 0.953 0.584 0.127
C 2.213 -0.258 -0.095
N -0.839 -0.638 -1.065
H -3.318 0.914 0.772
H -0.208 -1.194 0.826
H 1.130 1.149 1.048
H 0.826 1.298 -0.685
H 2.015 -1.024 -0.842
H 2.668 -0.785 0.750
H 3.019 0.354 -0.507
H -1.739 -1.099 -0.930
H -0.216 -1.208 -1.627
H -0.997 0.190 -1.651
```

LUMO level: -3.72 eV
orbital gap: 0.4258 Eh
charge: +1

Result of the stability comparison: 2 is the most stable of them.

--- 1 ---
Computed, not measured: one molecule with the formula C2H4Si, with ωB97M-V/def2-TZVPD.

XYZ file:
```
7
Properties=species:S:1:pos:R:3
C -2.101 -0.404 -0.212
C -0.650 -0.199 0.225
Si 1.127 0.043 -0.081
H -3.043 -0.188 0.238
H 1.058 1.446 0.094
H 1.709 -0.178 -1.330
H 1.901 -0.521 1.066
```

LUMO level (alpha / beta): -0.62 / -0.62 eV
orbital gap (alpha / beta): 0.3234 / 0.3235 Eh

--- 2 ---
Computed, not measured: C2H4Si as an isolated structure, with ωB97M-V/def2-TZVPD.

XYZ file:
```
7
Properties=species:S:1:pos:R:3
C -1.492 -0.874 0.047
C -0.865 0.143 0.260
Si 0.890 0.489 0.195
H -2.358 -1.592 -0.240
H 0.931 -0.001 -1.589
H 0.755 1.873 0.085
H 2.140 -0.037 1.242
```

LUMO level: 0.34 eV
orbital gap: 0.3739 Eh

Result of the stability comparison: 2 is the most stable of them.

--- 1 ---
Computed, not measured: an isolated ion of composition C3H7IN and charge +1, with ωB97M-V/def2-TZVPD.

XYZ file:
```
12
Properties=species:S:1:pos:R:3
C 0.352 -0.237 -0.488
C 1.595 0.254 0.603
C -0.891 -0.836 0.024
N 0.704 1.162 -0.223
I 3.665 -0.011 0.061
H 0.818 -0.564 -1.402
H 1.306 0.431 1.560
H -1.512 -0.069 0.410
H -0.443 -1.646 0.688
H -1.514 -1.108 -0.783
H 1.123 1.613 -0.976
H 0.018 1.732 0.321
```

LUMO level: -4.09 eV
orbital gap: 0.3625 Eh
charge: +1

--- 2 ---
Computed, not measured: a 2-piece molecular cluster, C3H7IN overall, with ωB97M-V/def2-TZVPD.

XYZ file:
```
12
Properties=species:S:1:pos:R:3
C 1.279 0.678 -0.259
C -1.090 0.711 0.012
C 0.098 -1.385 0.051
N 0.185 0.075 -0.138
I 3.125 -0.037 -0.093
H -0.031 2.864 0.122
H -1.625 0.778 -0.931
H -0.810 1.807 0.249
H -1.485 0.050 0.701
H 0.724 -1.665 0.843
H 0.611 -2.026 -0.799
H -0.981 -1.851 0.243
```

LUMO level (alpha / beta): -6.77 / -5.36 eV
orbital gap (alpha / beta): 0.2807 / 0.3354 Eh
charge: +1

Result of the stability comparison: 1 is the most stable of them.